The molecule C4H6N2O. Source: the Open Molecules 2025 dataset; level of theory: ωB97M-V with the def2-TZVPD basis set.

Structure (XYZ):
```
13
Properties=species:S:1:pos:R:3
H 2.32754 0.27036 -0.90444
N 2.25174 -0.02572 0.07021
C 1.03715 -0.17743 0.44666
O 0.73417 -0.67473 1.76285
C -0.65553 -0.83833 1.76520
C -1.21743 -0.27746 0.64562
N -0.13029 0.11263 -0.12283
C -0.27802 0.69615 -1.39403
H -1.04037 -1.23572 2.71320
H -2.22811 -0.30996 0.23011
H 0.19484 1.66398 -1.41407
H 0.31446 0.06892 -2.15319
H -1.31015 0.72731 -1.64531
```

* energy: -9271.673 eV
* HOMO energy: -7.94 eV
* frontier orbital gap: 8.7 eV
* energy relative to the best compared isomer or geometry (same formula, charge and spin): 1.829 eV
* largest force on an atom: 3.00 eV/A

natural (NBO) atomic charge list, values in e, 6 entries: 0.34 -0.77 0.68 -0.45 0.06 -0.12